w | An isolated molecule of C18H24N4O4, computed with ωB97M-V/def2-TZVPD.

Computed properties:
HOMO level   -8.8 eV
Molecular weight   360.41 Da
HOMO-LUMO gap   9.441 eV
Structure (SMILES)   Cc1cc(-c2nnc(CCC(=O)N(CC3CC3)C[C@@H]3CCCO3)o2)no1
Net charge   0

Last column: Mulliken charge in e.
Element x y z (Å)
C (-7.290, -0.371, 0.555)  -1.203
C (-5.915, -0.204, 0.027)  0.164
C (-4.958, 0.748, 0.230)  -0.151
C (-3.874, 0.310, -0.578)  0.416
C (-2.605, 0.968, -0.725)  0.887
N (-1.619, 0.668, -1.511)  -0.767
N (-0.651, 1.571, -1.287)  -0.032
C (-1.081, 2.381, -0.371)  0.554
C (-0.327, 3.482, 0.275)  -0.744
C (1.135, 3.044, 0.441)  -0.726
C (1.112, 1.659, 1.086)  0.739
O (0.507, 1.504, 2.137)  -0.739
N (1.727, 0.640, 0.458)  0.618
C (2.463, 0.725, -0.791)  -1.416
C (3.870, 1.243, -0.583)  0.002
C (4.901, 0.993, -1.642)  -0.704
C (4.983, 0.269, -0.333)  -0.531
C (1.614, -0.684, 1.038)  -1.388
C (0.846, -1.650, 0.111)  0.574
C (0.091, -2.747, 0.875)  -0.947
C (1.085, -3.905, 0.861)  -0.598
C (1.723, -3.721, -0.513)  -0.586
O (1.772, -2.324, -0.741)  -0.461
O (-2.325, 2.061, 0.027)  -0.418
N (-4.182, -0.808, -1.194)  -0.591
O (-5.435, -1.126, -0.825)  -0.135
H (-8.002, -0.419, -0.267)  0.314
H (-7.541, 0.463, 1.204)  0.319
H (-7.364, -1.301, 1.116)  0.305
H (-4.998, 1.621, 0.846)  0.431
H (-0.392, 4.392, -0.324)  0.389
H (-0.779, 3.665, 1.251)  0.244
H (1.642, 3.731, 1.120)  0.392
H (1.636, 3.053, -0.521)  0.333
H (1.910, 1.341, -1.505)  0.482
H (2.509, -0.284, -1.204)  0.468
H (3.922, 2.189, -0.057)  0.422
H (5.624, 1.766, -1.852)  0.280
H (4.599, 0.431, -2.512)  0.253
H (5.765, 0.541, 0.360)  0.271
H (4.741, -0.783, -0.329)  0.189
H (1.088, -0.565, 1.987)  0.588
H (2.614, -1.085, 1.224)  0.090
H (0.164, -1.063, -0.518)  0.385
H (-0.811, -3.021, 0.327)  0.333
H (-0.189, -2.433, 1.878)  0.425
H (1.830, -3.777, 1.648)  0.244
H (0.613, -4.878, 0.972)  0.424
H (1.109, -4.196, -1.290)  0.283
H (2.741, -4.112, -0.579)  0.320

x | A cluster of 2 separate species, C18H24N4O4 in total, computed with ωB97M-V/def2-TZVPD.

Computed properties:
HOMO level   -8.5 eV
Molecular weight   360.41 Da
HOMO-LUMO gap   8.666 eV
Structure (SMILES)   CNC(=O)[C@H](Cc1ccc(O)cc1)NC(C)=O.Cc1c[nH]c(=O)c(C)n1
Net charge   0

Last column: Mulliken charge in e.
Element x y z (Å)
C (5.475, 0.635, -3.305)  -0.804
N (4.907, -0.205, -4.361)  -0.119
C (3.629, -0.562, -4.529)  0.180
O (3.340, -1.258, -5.493)  -0.683
C (2.541, -0.038, -3.563)  -0.266
C (1.143, -0.660, -3.756)  -0.949
C (0.158, -0.311, -2.648)  0.173
C (0.019, -1.169, -1.538)  -0.691
C (-0.876, -0.847, -0.499)  -0.397
C (-1.630, 0.344, -0.565)  0.856
O (-2.501, 0.653, 0.431)  -0.520
C (-1.487, 1.208, -1.669)  -0.851
C (-0.598, 0.877, -2.711)  -0.314
N (2.433, 1.430, -3.516)  0.099
C (2.337, 2.317, -4.509)  0.619
C (2.421, 1.902, -5.965)  -1.068
O (2.180, 3.497, -4.237)  -0.683
H (5.118, 1.662, -3.405)  0.247
H (6.564, 0.640, -3.387)  0.334
H (5.201, 0.249, -2.321)  0.267
H (5.537, -0.568, -5.061)  0.288
H (2.870, -0.354, -2.573)  0.538
H (0.724, -0.344, -4.710)  0.258
H (1.247, -1.745, -3.795)  0.527
H (0.599, -2.080, -1.485)  0.383
H (-0.980, -1.508, 0.348)  0.380
H (-2.690, -0.111, 0.976)  0.212
H (-2.069, 2.117, -1.710)  0.405
H (-0.492, 1.543, -3.557)  0.380
H (2.320, 1.840, -2.602)  0.260
H (1.803, 1.029, -6.155)  0.302
H (3.456, 1.687, -6.221)  0.251
H (2.066, 2.727, -6.581)  0.366
C (-2.742, -0.164, 3.636)  -1.073
C (-3.031, -0.318, 5.101)  0.530
C (-3.238, 0.805, 5.892)  -0.571
N (-3.508, 0.656, 7.257)  -0.030
C (-3.564, -0.606, 7.806)  0.211
O (-3.797, -0.682, 9.006)  -0.697
C (-3.338, -1.777, 6.917)  0.809
C (-3.391, -3.175, 7.471)  -1.026
N (-3.083, -1.616, 5.625)  -0.595
H (-2.724, 0.891, 3.346)  0.376
H (-1.770, -0.608, 3.400)  0.330
H (-3.514, -0.675, 3.052)  0.271
H (-3.189, 1.796, 5.446)  0.361
H (-3.659, 1.449, 7.875)  0.241
H (-4.356, -3.348, 7.954)  0.285
H (-2.601, -3.309, 8.216)  0.269
H (-3.256, -3.913, 6.675)  0.329

Comparing the structures above, x comes out on top by 3.186 eV.